This record from OMol25 describes a molecular structure, C39H47N5NiO2S2Si. The level of theory is ωB97M-V with the def2-TZVPD basis set.

XYZ file:
```
97
Properties=species:S:1:pos:R:3
Ni -0.401 -0.517 -2.304
O 0.467 -3.055 -5.339
C 0.417 -2.080 -4.622
N -0.670 -1.539 -3.996
C -1.926 -1.588 -4.518
O -2.264 -1.848 -5.655
C -2.970 -1.220 -3.485
C -4.311 -1.393 -3.767
C -5.237 -1.133 -2.767
C -4.781 -0.722 -1.525
C -3.419 -0.564 -1.335
N -2.526 -0.792 -2.297
C 1.685 -1.325 -4.280
C 2.845 -1.545 -5.000
C 3.964 -0.787 -4.701
C 3.884 0.150 -3.682
C 2.688 0.290 -3.001
N 1.604 -0.426 -3.297
H -4.586 -1.737 -4.754
H -6.296 -1.260 -2.953
H -5.462 -0.518 -0.709
H -3.027 -0.251 -0.378
H 2.835 -2.300 -5.773
H 4.885 -0.921 -5.255
H 4.735 0.763 -3.413
H 2.580 0.997 -2.190
S 0.090 1.619 -1.507
C -0.154 2.530 -0.106
N 0.939 2.972 0.595
C 0.759 3.314 1.999
C -0.435 4.208 2.146
N -1.602 3.556 1.571
C -2.849 3.723 2.318
C -2.844 2.843 3.546
C -2.949 1.461 3.397
C -2.889 0.628 4.504
C -2.727 1.169 5.776
C -2.626 2.543 5.933
C -2.682 3.376 4.819
C -1.520 2.837 0.424
S -2.867 2.326 -0.406
C 2.177 3.419 -0.073
C 3.463 3.006 0.605
C 4.022 1.754 0.365
C 5.193 1.365 1.000
C 5.829 2.232 1.880
C 5.295 3.493 2.109
C 4.121 3.875 1.472
H 1.655 3.801 2.372
H 0.607 2.399 2.578
H -0.257 5.163 1.640
H -0.624 4.405 3.200
H -3.666 3.464 1.655
H -2.954 4.773 2.598
H -3.066 1.042 2.402
H -2.968 -0.444 4.376
H -2.686 0.520 6.642
H -2.500 2.970 6.920
H -2.610 4.452 4.947
H 2.144 4.513 -0.138
H 2.143 3.023 -1.081
H 3.532 1.074 -0.321
H 5.611 0.384 0.806
H 6.741 1.929 2.380
H 5.795 4.181 2.779
H 3.724 4.872 1.635
C 1.914 -2.750 -1.243
Si 0.185 -2.167 -0.774
C -0.885 -3.781 -0.823
C -1.312 -4.132 -2.252
C -2.149 -3.700 0.045
C -0.026 -4.960 -0.324
C 0.348 -1.458 1.017
C -0.894 -0.646 1.413
C 0.601 -2.536 2.082
C 1.555 -0.519 1.022
H 2.307 -3.417 -0.468
H 2.608 -1.915 -1.363
H 1.892 -3.307 -2.189
H -2.039 -3.424 -2.645
H -1.786 -5.124 -2.252
H -0.470 -4.170 -2.949
H -2.810 -2.891 -0.270
H -1.921 -3.561 1.103
H -2.714 -4.638 -0.047
H 0.801 -5.169 -1.007
H -0.653 -5.861 -0.286
H 0.388 -4.804 0.672
H -1.777 -1.281 1.535
H -1.126 0.119 0.662
H -0.721 -0.133 2.370
H -0.239 -3.221 2.195
H 0.762 -2.051 3.055
H 1.496 -3.127 1.859
H 1.460 0.248 0.248
H 2.491 -1.063 0.857
H 1.634 -0.009 1.992
```

Its LUMO energy (alpha / beta) is -1.532 / -1.165 eV. The calculation puts the electronic energy at -4532.8183 Ha. The energy relative to the best compared isomer or geometry (same formula, charge and spin) is 22.5 kJ/mol. For the highest occupied orbital energy (alpha / beta), the calculation gives -6.27 / -8.07 eV. The multiplicity is 3.



This record from OMol25 describes a molecular structure, C39H48BIN7O3PdS. The level of theory is ωB97M-V with the def2-TZVPD basis set.

XYZ file:
```
101
Properties=species:S:1:pos:R:3
Pd 1.209 -1.697 -0.233
C 3.109 -3.464 2.024
C 3.799 -2.624 1.015
N 3.268 -1.713 0.225
C 4.269 -1.301 -0.628
C 5.423 -1.937 -0.314
N 5.112 -2.765 0.738
H 2.076 -3.148 2.131
H 3.601 -3.393 2.994
H 3.108 -4.506 1.696
H 4.092 -0.587 -1.411
H 6.408 -1.877 -0.733
H 5.728 -3.422 1.187
C -3.060 1.517 -2.191
C -2.381 1.978 -0.900
C -2.876 3.388 -0.547
C -2.638 1.052 0.272
C -3.962 0.780 0.584
C -4.284 -0.009 1.673
C -3.281 -0.524 2.463
C -1.935 -0.267 2.203
C -0.980 -0.791 3.257
C 0.482 -1.010 2.898
C -1.052 0.109 4.496
C -1.622 0.517 1.092
N -0.255 0.902 0.823
B 0.826 0.324 0.085
N 1.790 1.363 -0.078
C 1.300 2.505 0.567
C 0.097 2.224 1.095
C 3.028 1.403 -0.759
C 3.034 1.234 -2.147
C 4.261 1.227 -2.804
C 5.443 1.419 -2.112
C 5.410 1.618 -0.742
C 4.210 1.602 -0.043
C 4.223 1.774 1.458
C 5.061 0.694 2.140
C 4.718 3.168 1.848
C 1.759 1.054 -2.942
C 1.627 -0.380 -3.454
C 1.674 2.053 -4.098
H -2.975 2.307 -2.941
H -4.120 1.304 -2.044
H -2.584 0.623 -2.597
H -1.307 2.035 -1.091
H -3.965 3.401 -0.513
H -2.551 4.104 -1.302
H -2.509 3.720 0.425
H -4.757 1.143 -0.056
H -5.322 -0.233 1.883
H -3.534 -1.150 3.311
H -1.379 -1.773 3.539
H 1.041 -0.073 2.864
H 0.607 -1.491 1.904
H 0.941 -1.648 3.657
H -0.630 1.089 4.267
H -0.484 -0.320 5.323
H -2.081 0.255 4.820
H 1.849 3.430 0.564
H -0.569 2.866 1.644
H 4.286 1.082 -3.875
H 6.388 1.418 -2.638
H 6.336 1.769 -0.203
H 3.199 1.666 1.825
H 6.102 0.734 1.822
H 4.675 -0.303 1.914
H 5.036 0.835 3.221
H 5.768 3.296 1.584
H 4.622 3.318 2.924
H 4.153 3.951 1.344
H 0.916 1.257 -2.276
H 2.490 -0.649 -4.067
H 0.731 -0.487 -4.067
H 1.561 -1.106 -2.632
H 2.355 1.786 -4.907
H 1.914 3.065 -3.771
H 0.664 2.058 -4.507
I 1.765 -4.003 -1.641
O -8.150 1.169 -0.640
S -7.334 0.659 -1.725
O -6.120 1.427 -1.970
O -8.053 0.259 -2.919
C -6.714 -0.919 -1.057
N -7.571 -1.661 -0.368
C -7.051 -2.758 0.186
C -5.715 -3.088 0.115
C -4.898 -2.230 -0.640
N -5.451 -1.171 -1.266
C -3.470 -2.323 -0.744
C -2.644 -3.096 0.120
C -1.299 -2.898 0.136
N -0.683 -1.967 -0.669
C -1.445 -1.348 -1.623
C -2.787 -1.493 -1.673
H -7.746 -3.392 0.729
H -5.331 -3.966 0.610
H -3.066 -3.823 0.802
H -0.648 -3.480 0.784
H -0.905 -0.715 -2.317
H -3.372 -0.953 -2.404
```

Its LUMO energy (alpha / beta) is 1.427 / -0.892 eV. The calculation puts the electronic energy at -2972.7048 Ha. The energy relative to the best compared isomer or geometry (same formula, charge and spin) is 101.0 kJ/mol. For the highest occupied orbital energy (alpha / beta), the calculation gives -2.72 / -5.14 eV. Its net charge is -1. The multiplicity is 3.



This record from OMol25 describes a molecular structure, C39H48BaP2Si. The level of theory is ωB97M-V with the def2-TZVPD basis set.

XYZ file:
```
91
Properties=species:S:1:pos:R:3
Ba 0.037 -1.220 -2.572
C 0.611 2.771 1.107
C 1.464 2.818 0.073
C 2.900 2.398 0.013
C 3.117 0.906 -0.324
C 2.595 -0.034 0.689
C 2.183 0.188 1.950
C 2.152 1.473 2.733
C 0.940 2.411 2.522
C 0.004 -2.856 -0.473
H -0.365 3.264 0.970
H 1.099 3.282 -0.868
H 3.453 2.652 0.913
H 3.354 2.982 -0.808
H 2.613 0.717 -1.294
H 4.189 0.746 -0.529
H 2.546 -1.075 0.318
H 1.872 -0.704 2.509
H 3.063 2.079 2.593
H 2.147 1.157 3.788
H 0.056 1.916 2.951
H 1.130 3.327 3.138
H -0.925 -3.143 0.058
H 0.700 -2.569 0.325
H 0.400 -3.808 -0.884
P 4.540 -0.517 -7.674
P 5.864 -3.037 -6.573
C 6.197 -0.366 -6.976
C 6.848 -1.513 -6.649
C 4.861 0.363 -9.291
C 5.926 1.254 -9.503
C 6.074 1.896 -10.737
C 5.207 1.622 -11.789
C 4.191 0.667 -11.614
C 4.029 0.032 -10.378
C 3.658 0.682 -6.607
C 3.385 0.255 -5.290
C 2.753 1.126 -4.400
C 2.405 2.409 -4.818
C 2.666 2.836 -6.126
C 3.275 1.952 -7.039
C 7.208 -4.117 -7.318
C 7.538 -3.900 -8.675
C 8.629 -4.576 -9.243
C 9.380 -5.479 -8.493
C 9.019 -5.727 -7.166
C 7.924 -5.068 -6.591
C 6.062 -3.406 -4.796
C 5.291 -4.471 -4.298
C 5.490 -4.928 -2.994
C 6.451 -4.299 -2.181
C 7.167 -3.205 -2.653
C 6.962 -2.735 -3.958
H 6.643 0.620 -6.835
H 7.917 -1.583 -6.445
H 6.641 1.449 -8.710
H 6.885 2.621 -10.867
H 5.322 2.135 -12.744
H 3.534 0.428 -12.440
H 3.248 -0.716 -10.254
H 3.697 -0.732 -4.964
H 2.595 0.807 -3.361
H 1.948 3.097 -4.100
H 2.404 3.840 -6.449
H 3.465 2.270 -8.062
H 6.966 -3.203 -9.278
H 8.886 -4.400 -10.286
H 10.248 -5.989 -8.933
H 9.583 -6.442 -6.574
H 7.648 -5.296 -5.559
H 4.539 -4.940 -4.930
H 4.912 -5.760 -2.613
H 6.635 -4.670 -1.172
H 7.896 -2.691 -2.020
H 7.492 -1.862 -4.316
C -4.479 -0.764 1.580
Si -2.824 -0.114 0.889
C -2.778 1.693 1.480
C -1.486 -0.950 1.921
C -2.485 -0.288 -0.953
H -4.556 -0.632 2.672
H -4.618 -1.837 1.387
H -5.344 -0.242 1.143
H -3.022 1.802 2.550
H -1.786 2.136 1.323
H -3.512 2.299 0.928
H -1.559 -2.043 1.853
H -0.492 -0.648 1.554
H -1.564 -0.665 2.985
H -3.420 -0.656 -1.427
H -2.414 0.754 -1.337
```

Its LUMO energy is -0.705 eV. The calculation puts the electronic energy at -2512.3794 Ha. The energy relative to the best compared isomer or geometry (same formula, charge and spin) is 0.0 kJ/mol. For the highest occupied orbital energy, the calculation gives -6.17 eV.



This record from OMol25 describes a molecular structure, C39H48Cl2F5ILaN5O4S5Si3. The level of theory is ωB97M-V with the def2-TZVPD basis set.

XYZ file:
```
113
Properties=species:S:1:pos:R:3
La 0.007 -0.013 0.156
O 2.489 -1.500 3.621
C 1.902 -0.761 2.834
O 0.683 -0.811 2.458
C 2.700 0.381 2.217
C 3.952 0.755 2.672
C 4.537 1.885 2.118
C 3.869 2.592 1.126
C 2.641 2.123 0.706
N 2.085 1.041 1.242
C 1.871 2.739 -0.452
O 2.389 3.650 -1.083
O 0.731 2.187 -0.680
H 4.419 0.165 3.448
H 5.510 2.218 2.460
H 4.281 3.472 0.653
C -4.034 2.283 4.044
Si -2.733 1.153 3.241
C -1.676 0.505 4.647
C -3.803 -0.354 2.809
C -1.746 1.984 1.913
Si -0.616 3.194 2.744
C -1.406 4.350 4.039
C 0.767 2.452 3.800
C 0.159 4.460 1.556
Si -2.765 2.904 0.708
C -4.520 2.263 0.376
C -3.170 4.712 1.091
C -2.102 3.015 -1.114
C -1.759 4.226 -1.716
C -1.496 4.281 -3.074
C -1.566 3.116 -3.820
C -1.854 1.937 -3.156
N -2.120 1.880 -1.853
H -4.700 1.700 4.690
H -4.654 2.772 3.286
H -3.587 3.072 4.647
H -2.279 -0.140 5.294
H -1.254 1.305 5.262
H -0.846 -0.089 4.255
H -4.320 -0.630 3.732
H -4.580 -0.163 2.061
H -3.228 -1.236 2.499
H -1.665 3.822 4.961
H -2.303 4.856 3.679
H -0.667 5.117 4.299
H 0.631 2.749 4.843
H 1.749 2.812 3.476
H 0.772 1.367 3.767
H -0.168 5.467 1.830
H -0.105 4.293 0.510
H 1.250 4.448 1.610
H -5.116 2.283 1.293
H -4.992 2.943 -0.340
H -4.592 1.256 -0.035
H -3.712 4.758 2.039
H -3.819 5.126 0.313
H -2.293 5.356 1.187
H -1.694 5.123 -1.113
H -1.236 5.220 -3.549
H -1.376 3.113 -4.886
H -1.854 0.991 -3.689
N -1.239 -1.850 -1.770
C -2.677 -1.739 -2.041
C -3.368 -1.493 -0.716
N -2.670 -0.370 -0.090
H -0.697 -1.936 -2.620
H -1.087 -2.710 -1.246
H -3.091 -2.629 -2.524
H -2.837 -0.884 -2.704
H -3.280 -2.375 -0.080
H -4.435 -1.291 -0.871
H -3.112 -0.125 0.781
H -2.746 0.432 -0.718
C -0.690 -3.255 4.302
S -0.859 -5.059 4.283
C -2.553 -5.196 3.875
C -3.096 -4.916 2.656
S -2.331 -4.391 1.219
S -4.847 -5.130 2.642
C -5.101 -5.684 4.248
S -6.583 -6.139 4.864
S -3.646 -5.704 5.140
H 0.358 -3.011 4.478
H -1.306 -2.828 5.091
H -0.977 -2.858 3.330
F 0.855 -3.537 -2.129
C 1.931 -2.686 -2.176
C 1.888 -1.434 -1.595
C 3.072 -0.757 -1.806
F 3.216 0.530 -1.364
C 4.185 -1.222 -2.483
F 5.295 -0.471 -2.630
C 4.145 -2.485 -3.037
F 5.195 -2.974 -3.723
C 2.992 -3.224 -2.886
F 2.923 -4.453 -3.437
Cl 0.965 -3.295 0.866
C 2.342 -4.014 1.694
Cl 3.842 -3.963 0.721
H 2.090 -5.051 1.873
H 2.516 -3.454 2.606
I 2.360 4.502 -4.788
C 2.031 2.445 -4.822
C 2.467 1.684 -5.892
C 2.214 0.320 -5.864
C 1.529 -0.203 -4.779
N 1.098 0.533 -3.757
C 1.356 1.841 -3.770
H 2.994 2.138 -6.720
H 2.547 -0.324 -6.667
H 1.327 -1.268 -4.714
H 1.036 2.415 -2.905
```

Its LUMO energy is 3.040 eV. The calculation puts the electronic energy at -6698.4590 Ha. For the highest occupied orbital energy, the calculation gives -2.50 eV. Its net charge is -2.